(1)
The following is a DFT calculation (wB97M-V/def2-TZVPD) of a cluster of 2 separate species, C2H3NOS in total at a distorted geometry.

Last column: Mulliken charge in e.
Atoms and positions in Å:
C 2.54 0.66 0.20  0.163
C -1.29 -0.05 -0.05  -0.769
N 2.61 1.68 -0.32  -0.260
O 0.82 -1.51 0.57  -0.412
S -0.22 -1.48 -0.45  0.388
H -1.27 0.12 1.02  0.276
H -2.29 -0.26 -0.40  0.329
H -0.90 0.83 -0.57  0.284

Its spin multiplicity is 1. The energy above the lowest of the compared OMol25 structures with the same formula, charge and spin is 112.3 kcal per mole. The frontier orbital gap (spin up / spin down) is 0.203 / 0.343 Eh. The calculation puts the lowest unoccupied orbital energy (spin up / spin down) at -3.685 / -1.464 eV.

---

(2)
The following is a DFT calculation (wB97M-V/def2-TZVPD) of a cluster of 2 separate species, Cl3OPS in total at a distorted geometry.

Last column: Mulliken charge in e.
Atoms and positions in Å:
Cl 0.84 0.11 0.09  -0.053
S 2.76 -0.33 0.85  0.105
Cl 3.88 0.35 -0.61  -0.055
O -2.37 1.19 -0.78  -0.371
P -2.09 -0.25 -0.61  0.582
Cl -3.01 -1.08 1.05  -0.207

Its spin multiplicity is 1. The energy above the lowest of the compared OMol25 structures with the same formula, charge and spin is 36.0 kcal per mole. The frontier orbital gap is 0.299 Eh. Its SMILES is ClSCl.O=PCl. The calculation puts the lowest unoccupied orbital energy at -1.587 eV.

---

(3)
The following is a DFT calculation (wB97M-V/def2-TZVPD) of the ion C6H9INO with charge +1 at a distorted geometry.

Last column: Mulliken charge in e.
Atoms and positions in Å:
C -0.34 0.51 -1.19  0.671
C -2.03 -0.13 1.34  -0.195
C -1.39 -1.30 1.05  -0.291
C 0.16 -0.96 0.95  -0.733
C -0.04 0.47 0.45  0.014
C 0.75 1.31 -1.79  -1.146
N -1.57 0.32 -1.52  -0.637
O -1.21 0.82 1.17  -0.251
I -3.95 0.40 1.90  0.400
H -1.65 -2.01 1.83  0.451
H -1.43 -1.72 0.02  0.290
H 0.62 -1.03 1.94  0.345
H 0.78 -1.46 0.22  0.386
H 0.78 1.04 0.89  0.511
H 0.56 1.40 -2.81  0.405
H 1.82 1.20 -1.68  0.325
H 0.33 2.30 -1.30  0.285
H -2.22 0.02 -1.02  0.172

Its spin multiplicity is 1. The net charge is +1. The energy above the lowest of the compared OMol25 structures with the same formula, charge and spin is 65.4 kcal per mole. The frontier orbital gap is 0.301 Eh. The calculation puts the lowest unoccupied orbital energy at -5.410 eV.

---

(4)
The following is a DFT calculation (wB97M-V/def2-TZVPD) of an isolated molecule of C21H30N2O2.

Last column: Mulliken charge in e.
Atoms and positions in Å:
O 0.43 -2.88 -0.33  -0.720
C 0.76 -1.73 -0.52  -0.111
N 1.44 -1.01 0.39  0.084
C 1.88 -1.55 1.66  -0.376
C 3.42 -1.59 1.71  -1.042
C 4.09 -0.29 2.18  -0.669
C 4.26 -0.23 3.70  -0.727
C 2.96 0.03 4.47  -0.637
C 1.84 -0.96 4.17  -0.855
C 1.21 -0.76 2.79  -0.752
C 0.38 -1.01 -1.82  0.826
C -1.15 -0.99 -1.91  -0.549
C -1.59 -0.37 -3.24  -1.048
N -1.02 0.95 -3.39  0.119
C -1.68 2.13 -3.31  0.967
O -1.08 3.20 -3.34  -0.679
C -3.19 2.09 -3.18  -1.225
C -3.62 1.53 -1.85  0.417
C -2.98 1.96 -0.69  -0.200
C -3.34 1.45 0.54  -0.718
C -4.34 0.50 0.64  -0.445
C -5.00 0.08 -0.51  -0.657
C -4.63 0.59 -1.74  -0.103
C 0.42 0.95 -3.36  -1.515
C 0.92 0.40 -2.02  -0.772
H 1.71 -0.06 0.19  0.358
H 1.52 -2.59 1.68  0.398
H 3.73 -2.40 2.37  0.490
H 3.76 -1.84 0.71  0.392
H 5.09 -0.25 1.74  0.359
H 3.54 0.58 1.83  0.328
H 4.70 -1.17 4.04  0.316
H 4.96 0.57 3.95  0.336
H 3.19 0.00 5.54  0.337
H 2.61 1.04 4.24  0.299
H 1.06 -0.82 4.93  0.363
H 2.20 -1.99 4.28  0.357
H 0.16 -1.06 2.82  0.519
H 1.23 0.30 2.55  0.299
H 0.75 -1.65 -2.62  0.281
H -1.56 -0.40 -1.09  0.091
H -1.54 -2.00 -1.83  0.458
H -1.22 -0.99 -4.07  0.448
H -2.67 -0.34 -3.30  0.405
H -3.63 1.52 -4.00  0.418
H -3.54 3.12 -3.27  0.323
H -2.19 2.70 -0.76  0.434
H -2.83 1.78 1.44  0.413
H -4.62 0.10 1.60  0.402
H -5.79 -0.65 -0.44  0.386
H -5.15 0.26 -2.63  0.376
H 0.79 0.32 -4.18  0.390
H 0.76 1.97 -3.51  0.512
H 0.55 1.06 -1.23  0.310
H 2.01 0.41 -2.01  0.587

Its spin multiplicity is 1. The energy above the lowest of the compared OMol25 structures with the same formula, charge and spin is 7.4 kcal per mole. The frontier orbital gap is 0.358 Eh. Its SMILES is O=C(NC1CCCCCC1)C1CCN(C(=O)Cc2ccccc2)CC1. The calculation puts the lowest unoccupied orbital energy at 0.669 eV.

---

(5)
The following is a DFT calculation (wB97M-V/def2-TZVPD) of a structure of composition C15H21BBeNO2Se3Te at a distorted geometry.

Last column: Mulliken charge in e.
Atoms and positions in Å:
Be -0.06 2.95 1.37  0.147
Se -0.64 3.27 3.71  -0.481
Se -1.30 5.40 3.00  -0.265
Te -1.79 4.87 0.60  -0.105
Se 0.49 4.51 -0.29  -0.575
C -1.91 -3.11 -3.94  -1.604
C -2.94 -3.11 -2.80  2.254
C -4.24 -2.46 -3.29  -1.611
C -3.25 -4.56 -2.44  -2.192
C -2.39 -2.32 -1.61  0.215
C -2.19 -2.89 -0.36  -0.102
C -1.69 -2.17 0.72  -1.679
C -1.39 -0.84 0.52  0.969
O -0.91 0.09 1.38  -0.539
B -0.79 1.32 0.68  0.509
O -1.24 1.06 -0.65  -0.500
C -1.59 -0.24 -0.72  0.428
C -2.08 -0.96 -1.79  -1.002
H -2.28 -3.68 -4.79  0.435
H -0.97 -3.57 -3.60  0.365
H -1.69 -2.10 -4.27  0.325
H -4.65 -3.03 -4.14  0.437
H -4.08 -1.44 -3.62  0.326
H -4.98 -2.45 -2.49  0.368
H -3.63 -5.08 -3.32  0.439
H -4.00 -4.63 -1.65  0.430
H -2.35 -5.09 -2.11  0.425
H -2.42 -3.94 -0.20  0.393
H -1.54 -2.63 1.69  0.434
H -2.22 -0.47 -2.75  0.433
C 4.61 1.05 2.20  -1.636
C 4.14 2.49 2.43  2.020
C 4.28 2.89 3.91  -1.612
C 4.91 3.47 1.54  -1.637
C 2.72 2.57 2.08  0.094
N 1.61 2.62 1.80  -0.396
H 5.66 0.96 2.46  0.396
H 4.48 0.77 1.15  0.381
H 4.03 0.36 2.81  0.385
H 5.33 2.83 4.20  0.403
H 3.69 2.22 4.54  0.372
H 3.93 3.91 4.06  0.384
H 5.98 3.42 1.78  0.404
H 4.57 4.49 1.70  0.387
H 4.78 3.23 0.48  0.378

Its spin multiplicity is 1. The net charge is -1. The energy above the lowest of the compared OMol25 structures with the same formula, charge and spin is 14.2 kcal per mole. The frontier orbital gap is 0.219 Eh. The calculation puts the lowest unoccupied orbital energy at 2.436 eV.

---

(6)
The following is a DFT calculation (wB97M-V/def2-TZVPD) of a structure of composition C4H12N2 at a distorted geometry.

Last column: Mulliken charge in e.
Atoms and positions in Å:
C -0.01 -1.92 -0.99  -1.499
C 0.09 -0.53 -0.33  0.830
C -1.23 0.27 -0.44  -0.471
C -0.90 1.55 0.14  -0.186
N 0.15 1.59 1.20  -0.568
N 1.23 0.13 -0.83  -0.980
H -0.45 -1.78 -2.00  0.288
H 0.90 -2.47 -1.26  0.403
H -0.70 -2.59 -0.44  0.353
H 0.23 -0.70 0.76  -0.051
H -1.96 -0.32 -1.01  0.444
H -0.75 1.37 -1.07  0.107
H -1.72 2.14 0.48  0.459
H 1.76 -0.79 2.70  0.179
H 1.02 -0.38 2.65  -0.182
H 0.31 2.55 1.58  0.256
H 1.00 1.28 0.57  0.483
H 1.04 0.60 -1.72  0.136

Its spin multiplicity is 1. The energy above the lowest of the compared OMol25 structures with the same formula, charge and spin is 179.5 kcal per mole. The frontier orbital gap is 0.215 Eh. The calculation puts the lowest unoccupied orbital energy at -0.793 eV.

---

What is the formula in the fifth record? C15H21BBeNO2Se3Te